[1]
15
Properties=species:S:1:pos:R:3:forces:R:3 method="wB97M-V/def2-TZVPD" relative_energy_kj_mol=348.0 lumo_energy_ev=-4.311 total_energy_ev=-21792.04783 charge=+1 e_homo_ha=-0.5407
C 0.75873 1.06802 -0.05751 -1.7 2.2 1.3
C -0.11605 0.12758 -0.80537 -0.1 -1.0 -1.7
N 0.33736 -1.07325 -1.06351 3.0 -0.7 1.9
N 1.48293 0.22796 0.85182 -0.1 -0.5 1.4
O -1.23902 0.54598 -1.27355 0.0 0.8 -0.6
O -1.41267 -0.79579 0.95966 0.0 1.1 0.6
Cl -2.49686 0.44557 1.54033 0.6 -1.7 -0.3
H 1.53996 1.58526 -0.66811 -1.0 -0.5 -0.1
H 0.07849 1.98242 0.40146 1.4 -2.4 -1.0
H -0.11885 -1.96969 -1.36437 0.3 1.8 0.2
H 1.28051 -1.15226 -0.44016 -2.2 -0.1 -1.6
H 0.99877 -0.07725 1.71744 -0.4 0.2 -1.1
H 2.14934 0.83480 1.23390 1.9 0.6 0.6
H -1.73097 -1.71480 0.96055 -1.0 0.5 0.6
H -1.51167 -0.03454 -1.99258 -0.6 -0.1 -0.1

---

[2]
15
Properties=species:S:1:pos:R:3:forces:R:3 method="wB97M-V/def2-TZVPD" relative_energy_kj_mol=233.8 lumo_energy_ev=-3.797 total_energy_ev=-21793.23138 charge=+1 e_homo_ha=-0.5180
C 0.12073 -0.33471 1.07094 0.8 0.5 -0.4
C 0.30631 0.35834 -0.28331 -0.4 -0.6 -1.5
N 1.57494 0.85792 -0.48555 0.2 0.1 0.2
N -1.26201 -0.85713 1.06756 -0.2 -0.1 -0.3
O -0.68564 1.30868 -0.35169 -0.1 0.3 0.1
O -0.13406 -0.73295 -1.33608 0.6 0.3 0.8
Cl 0.33827 -0.40411 -2.93336 -0.2 0.1 0.9
H 0.85195 -1.12566 1.22632 -0.2 -0.1 0.0
H 0.23444 0.44080 1.83302 -0.1 -0.2 0.0
H 2.33646 0.21898 -0.31869 0.0 -0.1 0.0
H 1.69615 1.34800 -1.36289 0.0 0.0 0.1
H -1.56518 -1.22482 1.97465 0.0 0.1 -0.2
H -1.31519 -1.57501 0.32862 -0.2 0.1 0.2
H -1.85092 -0.06323 0.76453 -0.1 -0.3 0.1
H -0.64626 1.78490 -1.19405 -0.1 0.0 0.1

---

[3]
17
Properties=species:S:1:pos:R:3:forces:R:3 method="wB97M-V/def2-TZVPD" relative_energy_kj_mol=278.5 lumo_energy_ev=-4.093 total_energy_ev=-12802.19177 charge=+1 e_homo_ha=-0.4238
Cs 17.60178 39.77789 -42.41863 0.1 0.1 0.0
C 21.10501 45.68546 -39.87647 -2.1 -1.4 -0.9
O 20.55631 44.89065 -40.61375 -0.4 -0.5 -0.9
N 20.54893 46.66167 -39.22151 -3.9 3.5 2.1
N 22.33453 45.69641 -39.52995 6.7 -1.3 0.4
H 19.54397 46.73838 -39.15609 0.2 -0.1 -0.2
H 21.06903 47.10746 -38.47930 -0.5 0.1 -0.3
H 23.01609 45.13948 -40.02532 -0.2 0.1 0.2
H 22.67979 46.37505 -38.86637 0.2 -0.4 -0.5
C 13.30140 45.94804 -42.56893 2.8 2.7 -0.6
O 13.76953 47.07698 -42.82790 -1.0 -1.9 0.3
N 12.10813 45.67462 -42.13641 -3.9 0.9 1.4
N 14.01734 44.82625 -42.57514 2.3 -1.4 -1.1
H 11.66200 46.46730 -41.69740 -0.7 -0.4 -0.3
H 11.67339 44.77358 -42.27508 -0.1 0.5 0.3
H 13.64270 43.98444 -42.16151 0.5 0.2 -0.4
H 14.84601 44.87991 -43.15006 0.0 -0.6 0.3

---

[4]
18
Properties=species:S:1:pos:R:3:forces:R:3 method="wB97M-V/def2-TZVPD" relative_energy_kj_mol=311.9 lumo_energy_ev=-14.194 total_energy_ev=-19645.15404 charge=+2 e_homo_ha=-0.5828
Tl 1.80428 -0.22479 2.40507 0.2 -0.1 -0.1
F 4.96177 -1.27302 0.44034 -0.3 0.0 0.1
C -0.11851 -4.55937 -0.56415 0.5 1.7 2.5
O 0.36112 -3.79947 0.27755 0.5 -0.2 -0.4
N -0.82370 -4.21792 -1.59088 -2.4 4.9 -4.2
N -0.05079 -5.82057 -0.68936 1.8 -7.1 2.1
H -0.55733 -3.29700 -1.90873 -0.8 0.4 -0.4
H -1.12501 -4.86116 -2.30890 0.2 0.2 0.0
H -0.57699 -6.33770 -1.37914 0.3 0.1 0.1
H 0.51626 -6.39342 -0.08078 0.0 0.0 0.2
C -0.34990 4.58834 0.72920 -0.3 1.7 1.2
O 0.21743 3.56967 0.99177 0.7 -2.7 0.4
N 0.13946 5.47483 -0.12271 0.6 0.9 -1.4
N -1.40803 5.09287 1.38703 -0.9 -0.5 0.7
H -0.49872 6.19829 -0.42172 0.7 0.2 -0.6
H 1.08640 5.33115 -0.44331 -0.2 0.3 -0.5
H -1.85215 5.94636 1.07978 -0.3 -0.2 0.3
H -1.72559 4.58290 2.19895 -0.4 0.2 -0.1

---

[5]
18
Properties=species:S:1:pos:R:3:forces:R:3 method="wB97M-V/def2-TZVPD" relative_energy_kj_mol=140.5 lumo_energy_ev="-1.237 / -1.395" total_energy_ev=-33051.41906 e_homo_ha="-0.2992 / -0.3065"
C 0.90073 1.97349 -0.06696 1.4 3.0 0.0
C 2.26454 0.09945 -0.55557 -3.2 -2.8 -3.0
N -0.73231 0.01323 1.63667 0.7 -3.8 1.5
N -0.04432 -1.63429 -0.36621 -0.3 0.5 -0.4
N -2.62353 -0.68702 -0.41650 1.2 0.2 -1.2
N 0.96143 0.67666 -0.19705 -0.3 -0.8 -0.9
O 1.75036 2.83397 -0.11913 -0.7 -1.1 0.0
F -0.38601 2.35380 0.17118 -0.6 0.3 0.2
P -0.63938 -0.09852 -0.03870 0.4 0.2 -0.2
S -3.94010 0.20749 -0.22392 0.1 -0.4 -0.3
H 2.92842 0.58767 0.02073 2.7 0.9 2.1
H 2.05179 -1.00469 -0.44926 1.2 1.2 0.4
H 2.55056 0.21663 -1.64534 -0.6 0.3 1.1
H -0.79673 -0.96678 2.13278 0.2 2.5 -1.3
H -1.44913 0.54332 2.06068 -1.0 0.9 0.0
H -0.56389 -2.16074 -1.06093 0.0 -0.1 0.5
H 0.02726 -2.05921 0.52377 0.2 -1.5 0.6
H -2.25968 -0.89446 -1.40622 -1.7 0.4 0.9

---

[6]
14
Properties=species:S:1:pos:R:3:forces:R:3 method="wB97M-V/def2-TZVPD" relative_energy_kj_mol=249.1 lumo_energy_ev="0.359 / 0.359" total_energy_ev=-24985.60046 e_homo_ha="-0.2747 / -0.2746"
C -1.66957 0.05461 -0.59877 2.2 -0.2 0.5
C -0.93360 -1.18738 -0.66891 3.2 0.4 -2.8
N 1.95140 1.05023 -0.44091 0.0 4.7 -0.9
F -0.84849 1.03520 -1.18723 0.4 1.2 0.3
P 0.71679 0.31175 1.96469 2.0 1.6 0.9
P 1.57008 -0.39166 0.10793 -2.1 -3.6 -0.4
H -1.83001 0.22817 0.45254 -0.8 1.0 0.2
H -2.41900 0.06032 -1.30105 -2.9 0.0 -0.7
H -1.19120 -1.94023 -0.01544 -0.5 -1.6 1.5
H -0.86376 -1.55470 -1.75249 0.3 0.3 1.6
H 2.33221 1.34168 -1.32600 0.5 -1.1 -0.4
H 1.46408 1.92237 -0.16395 0.1 -1.1 0.4
H -0.08781 -0.72926 2.09243 -1.3 -2.0 0.5
H 1.80888 -0.20110 2.83715 -1.0 0.4 -0.7